[1]
Here is a structure of composition C8H12O4 at a distorted geometry from the OMol25 dataset. Energies are from ωB97M-V/def2-TZVPD.

```
24
Properties=species:S:1:pos:R:3:forces:R:3
C 2.7812 0.8472 0.8978 -5.33 0.38 -1.47
C 2.6819 -0.0818 -0.3847 1.30 -2.22 1.98
C 0.4591 -1.0957 -0.4343 0.00 4.60 -5.46
C -1.5022 0.4109 -0.3511 2.80 -6.89 -2.27
C -2.0042 1.5859 0.2517 -0.62 3.34 2.06
C -2.3513 -0.9662 0.0860 7.47 1.03 -1.17
C -1.6456 -2.2547 0.2315 3.01 -1.81 -0.76
C -0.2885 -2.2747 -0.1081 -4.20 -0.74 1.96
H 3.3183 0.6268 1.7819 -0.58 -2.40 1.46
H 1.5988 1.4602 1.1505 4.18 -2.04 -0.87
H 3.5328 1.4819 0.7197 2.20 3.92 -1.99
H 2.2387 0.2473 -1.2929 0.26 1.77 -0.81
H 3.7916 -0.6395 -0.6917 -3.26 1.47 1.15
H 0.5486 -0.8705 -1.8548 -0.78 -1.09 2.80
H -1.4120 0.3166 -1.4727 -0.97 0.86 0.71
H -3.2176 1.7118 0.0463 3.22 -0.68 1.28
H -1.4945 1.6556 1.3555 -2.33 -0.61 -1.99
H -2.0424 3.3189 -0.5921 1.15 -0.35 0.09
H -2.1588 -3.2537 0.6362 0.96 2.67 -1.04
H 0.2431 -3.1672 0.1092 0.66 -0.63 -0.28
O 1.7064 -1.1002 -0.0703 3.35 -2.68 2.20
O -0.0422 0.1679 -0.0444 -2.65 0.24 1.04
O -1.3168 2.6932 -0.3724 -1.65 0.99 -0.55
O -3.4244 -0.8197 0.4032 -8.19 0.87 1.91
```
Forces are in eV/Å.

Calculated values
- Energy above the lowest of the compared OMol25 structures with the same formula, charge and spin: 7.680 eV
- Calculated total energy: -612.73150 a.u.

[2]
Here is a structure of composition CH4CsO at a distorted geometry from the OMol25 dataset. Energies are from ωB97M-V/def2-TZVPD.

```
7
Properties=species:S:1:pos:R:3:forces:R:3
Cs -8.4623 32.8388 -11.0083 -0.62 0.47 -0.10
C -5.4235 30.3755 -10.5987 0.14 2.21 0.65
O -5.1086 30.6509 -9.2220 -1.35 -0.32 -1.59
H -4.5487 30.6148 -11.2032 0.36 -0.70 -0.14
H -5.7859 29.3511 -10.6849 0.04 -0.81 0.04
H -6.2139 31.0764 -10.8673 -0.18 -0.47 0.24
H -4.1862 30.3991 -9.1358 1.61 -0.38 0.89
```
Forces are in eV/Å.

Calculated values
- Energy above the lowest of the compared OMol25 structures with the same formula, charge and spin: 0.000 eV
- Charge: +2
- Calculated total energy: -135.12257 a.u.
- 2S+1: 2

[3]
Here is a cluster of 5 separate species, C2H16NO4S in total at a distorted geometry from the OMol25 dataset. Energies are from ωB97M-V/def2-TZVPD.

```
24
Properties=species:S:1:pos:R:3:forces:R:3
C 0.5612 0.5465 0.1347 -0.58 0.43 -1.69
C -0.3833 1.7170 -0.2257 -0.04 -1.07 0.93
S 0.5613 3.0669 -0.9723 0.09 0.29 0.12
N -0.0395 -0.7977 0.3362 -2.24 -1.79 1.60
H 1.1518 0.8401 0.9914 0.27 -0.37 0.07
H 1.1166 0.3805 -0.7764 0.76 0.13 0.34
H -0.8289 2.0465 0.7168 -0.08 0.39 -0.31
H -1.1880 1.3975 -0.8800 -0.01 -0.09 -0.17
H 1.6518 2.3863 -1.3815 -0.32 -0.07 0.09
H 0.5865 -1.5220 0.7289 0.43 0.67 0.27
H -0.4237 -1.3572 -0.4345 0.30 1.25 -1.13
H -0.8899 -0.8627 0.9342 0.63 1.01 0.37
H -2.5225 -0.9128 -2.3756 0.31 0.20 0.08
H -2.8543 -2.2087 -1.7338 0.18 -0.13 0.28
O -2.2067 -1.4942 -1.6713 -0.35 -0.10 -0.26
H 2.6600 -1.3609 -1.4841 0.23 -0.34 -0.24
H 1.5355 -2.4542 -1.5187 0.48 -0.11 -0.29
O 1.7560 -1.5622 -1.2398 -0.14 -0.11 -0.02
H -1.2924 0.0351 3.5282 -0.12 -0.10 0.05
H -2.0920 1.1281 2.8574 -0.19 0.06 -0.04
O -1.8829 0.1921 2.7819 0.41 -0.03 -0.10
H 0.7698 -3.9770 1.2482 -0.33 0.25 -0.31
H 1.5790 -3.3566 2.2950 0.09 0.60 0.15
O 0.9682 -3.0942 1.5927 0.24 -0.97 0.21
```
Forces are in eV/Å.

Calculated values
- Energy above the lowest of the compared OMol25 structures with the same formula, charge and spin: 0.221 eV
- Charge: +1
- Calculated total energy: -839.46042 a.u.

[4]
Here is the molecule C22H21ClN6O2 at a distorted geometry from the OMol25 dataset. Energies are from ωB97M-V/def2-TZVPD.

```
52
Properties=species:S:1:pos:R:3:forces:R:3
C -7.2989 -0.3774 1.3577 0.13 -0.01 -0.22
C -6.0516 -0.5951 0.5112 -0.03 -0.03 0.26
C -4.9111 -1.1794 1.3400 0.01 0.04 -0.34
C -3.6539 -1.4260 0.5049 -0.11 -0.15 0.22
C -2.9962 -0.1540 0.0986 0.14 0.02 -0.17
N -3.3331 1.0324 0.5649 -0.19 0.20 0.26
C -2.4927 1.9105 -0.0040 0.58 -0.76 -0.58
Cl -2.5827 3.5650 0.3114 -0.08 0.42 0.12
C -1.6162 1.2597 -0.8661 -0.45 0.46 0.45
C -0.5739 1.8466 -1.6766 0.41 0.33 -0.22
O -0.1287 2.9616 -1.4978 -0.07 0.04 -0.02
O -0.1370 1.0707 -2.6796 -0.27 -0.19 -0.21
N -1.9739 -0.0767 -0.7819 -0.30 0.28 0.04
C -1.2389 -1.1760 -1.3616 0.29 -0.45 -0.22
C 0.2075 -1.1421 -0.9251 0.08 -0.13 0.03
C 1.2198 -1.4603 -1.8184 -0.15 -0.08 0.13
C 2.5459 -1.3295 -1.4508 0.06 -0.02 0.13
C 2.8816 -0.8604 -0.1876 -0.27 -0.33 -0.01
C 4.2879 -0.6130 0.1789 0.23 0.18 0.09
C 5.1925 -1.6632 0.2610 0.01 0.01 -0.02
C 6.5020 -1.4411 0.6492 0.05 -0.02 -0.01
C 6.9243 -0.1592 0.9640 0.04 -0.03 0.02
C 6.0420 0.8996 0.8705 -0.10 0.00 -0.02
C 4.7256 0.6855 0.4697 0.30 -0.50 0.01
C 3.8449 1.8309 0.3342 -0.85 0.68 -0.37
N 4.0684 3.0212 0.9386 0.59 -0.38 0.31
N 3.1098 3.7997 0.5957 -0.66 1.07 -0.06
N 2.3238 3.1210 -0.2023 0.56 -0.38 0.20
N 2.7355 1.8860 -0.3998 0.10 -0.08 -0.20
C 1.8663 -0.6016 0.7274 0.05 -0.24 -0.04
C 0.5429 -0.7448 0.3633 0.00 -0.07 -0.05
H -8.1029 0.0366 0.7542 -0.13 0.04 0.02
H -7.6410 -1.3170 1.7874 -0.08 -0.07 0.08
H -7.0875 0.3145 2.1690 -0.03 0.08 0.12
H -6.2865 -1.2716 -0.3149 0.04 0.00 -0.07
H -5.7277 0.3571 0.0910 -0.02 -0.02 -0.09
H -5.2309 -2.1266 1.7797 0.03 0.00 0.05
H -4.6663 -0.4884 2.1459 -0.02 -0.04 0.11
H -3.9155 -2.0017 -0.3882 0.06 -0.06 0.04
H -2.9401 -2.0179 1.0878 0.01 -0.06 -0.10
H 0.5887 1.5175 -3.1420 -0.04 0.12 0.24
H -1.7130 -2.1067 -1.0390 -0.03 0.15 -0.07
H -1.2932 -1.1139 -2.4522 -0.03 -0.09 0.17
H 0.9673 -1.7861 -2.8169 -0.03 0.00 -0.14
H 3.3289 -1.5521 -2.1606 0.09 0.00 -0.08
H 4.8552 -2.6638 0.0309 -0.04 -0.08 0.00
H 7.1920 -2.2697 0.7112 0.05 -0.06 0.01
H 7.9431 0.0143 1.2763 0.08 0.02 0.02
H 6.3533 1.9070 1.0996 0.05 0.08 0.01
H 1.4582 3.4648 -0.6126 0.02 0.01 0.05
H 2.1195 -0.2683 1.7232 0.03 0.07 0.09
H -0.2337 -0.5187 1.0808 -0.09 0.06 0.07
```
Forces are in eV/Å.

Calculated values
- Energy above the lowest of the compared OMol25 structures with the same formula, charge and spin: 0.000 eV
- Calculated total energy: -1790.19302 a.u.

[5]
Here is the ion C8H11N4O2 with charge +1 from the OMol25 dataset. Energies are from ωB97M-V/def2-TZVPD.

```
25
Properties=species:S:1:pos:R:3:forces:R:3
N 0.3907 3.0926 -3.7252 0.02 0.31 -0.78
C 0.4320 2.6318 -2.6845 -0.07 -0.24 0.57
C 0.4920 1.9875 -1.3830 -0.02 0.68 0.47
N 0.6328 0.5509 -1.5659 0.17 -0.37 -0.48
C 0.3416 -0.3158 -0.6244 0.10 0.13 0.27
N 0.4533 -1.6073 -0.7823 0.19 0.19 -0.46
C 0.1273 -2.6190 0.2123 -0.23 -0.50 0.63
C 0.0551 -2.0126 1.6053 -0.07 0.10 -0.14
C -0.8199 -0.7637 1.5683 0.30 -0.07 -0.15
C -0.1222 0.2889 0.7034 -0.59 0.21 0.25
O 1.0661 0.7640 1.2770 0.44 -0.14 -0.11
N -1.0333 1.3650 0.3839 -0.18 -0.47 0.31
C -0.7726 2.3277 -0.5433 0.31 -0.21 -0.18
O -1.4261 3.3114 -0.7031 0.01 0.26 -0.13
H 1.3562 2.3892 -0.8298 -0.17 -0.14 -0.10
H 0.9677 0.2454 -2.4743 -0.04 -0.01 0.13
H 0.7601 -1.9641 -1.6815 -0.04 0.15 0.05
H 0.8930 -3.3959 0.1679 -0.07 0.10 -0.06
H -0.8335 -3.0708 -0.0592 0.12 0.03 0.01
H 1.0563 -1.7432 1.9464 -0.02 -0.08 0.04
H -0.3563 -2.7462 2.2959 0.04 -0.03 -0.03
H -1.7986 -0.9936 1.1445 -0.06 0.03 0.01
H -0.9641 -0.3649 2.5732 -0.03 0.11 -0.03
H 0.9124 1.0938 2.1728 -0.10 -0.01 -0.04
H -1.8101 1.5489 1.0055 -0.01 -0.04 -0.04
```
Forces are in eV/Å.

Calculated values
- Energy above the lowest of the compared OMol25 structures with the same formula, charge and spin: 0.000 eV
- Charge: +1
- Calculated total energy: -680.73416 a.u.

- Look up the calculated total energy of the fourth one.
  -1790.19302 a.u.

- Among the records above, which one has the lowest calculated total energy?
  C22H21ClN6O2